Record 1
17
Properties=species:S:1:pos:R:3:nbo_charge:R:1 method="wB97M-V/def2-TZVPD" spin_multiplicity=1 smiles="O=CO.O.O.O.O" gap_ev=11.434 e_homo_ev=-11.2 total_energy_ha=-495.49058 charge=0
O 0.80 0.78 0.95 -0.62
C 0.80 0.19 2.06 0.66
O 0.56 0.87 3.24 -0.73
H 0.80 -1.03 2.19 0.15
H -0.35 1.44 3.16 0.54
O -0.87 0.94 -1.05 -0.94
H -0.05 1.51 -0.90 0.49
H -0.33 0.13 -1.30 0.48
O -0.17 -1.10 -3.59 -0.92
H 0.63 -1.12 -2.99 0.46
H 0.35 -1.00 -4.38 0.47
O 2.04 -1.99 -0.11 -0.95
H 1.52 -1.20 -0.06 0.47
H 1.42 -2.77 0.01 0.47
O -2.24 1.53 1.33 -0.99
H -1.77 1.34 0.47 0.50
H -3.15 1.49 0.99 0.47

=====

Record 2
23
Properties=species:S:1:pos:R:3:nbo_charge:R:1 method="wB97M-V/def2-TZVPD" spin_multiplicity=1 smiles=CCC[C@H](N)CO.O gap_ev=9.346 e_homo_ev=-8.6 total_energy_ha=-404.63661 charge=0
C 2.83 -1.29 -0.06 -0.62
C 2.11 0.07 0.30 -0.43
C 0.82 -0.25 1.07 -0.41
C -0.40 0.10 0.19 -0.05
N -0.29 -0.30 -1.17 -0.87
C -0.46 1.70 0.28 -0.07
O -1.81 1.99 0.73 -0.75
H 3.60 -1.49 0.68 0.23
H 3.19 -0.90 -1.09 0.21
H 2.04 -1.99 -0.46 0.21
H 1.90 0.58 -0.62 0.21
H 2.78 0.80 0.70 0.21
H 0.67 0.04 2.06 0.21
H 0.66 -1.39 1.26 0.19
H -1.32 -0.39 0.65 0.19
H 0.36 -1.12 -1.30 0.36
H -1.06 -0.33 -1.75 0.38
H -0.34 2.35 -0.54 0.19
H 0.09 2.08 1.21 0.15
H -1.95 1.69 1.62 0.46
O -4.11 -0.70 -1.06 -0.92
H -4.80 -1.31 -1.41 0.46
H -4.52 0.07 -1.30 0.46

=====

Record 3
37
Properties=species:S:1:pos:R:3:nbo_charge:R:1 method="wB97M-V/def2-TZVPD" spin_multiplicity=1 smiles="CN[C@H]1SC(c2cccc3ccccc23)=N[C@H]1C(=O)OC" gap_ev=8.269 e_homo_ev=-8.1 total_energy_ha=-1277.45638 charge=0
C -2.33 -2.77 2.40 -0.40
N -1.54 -1.96 1.44 -0.66
C -0.67 -0.90 1.96 -0.16
S 0.94 -1.04 1.16 0.27
C 0.36 0.13 -0.03 0.08
C 0.86 0.22 -1.36 0.00
C -0.08 0.03 -2.40 -0.17
C 0.33 -0.01 -3.76 -0.22
C 1.70 0.04 -4.05 -0.16
C 2.64 0.29 -3.01 -0.06
C 3.99 0.42 -3.35 -0.17
C 4.92 0.75 -2.37 -0.22
C 4.49 0.86 -1.03 -0.21
C 3.16 0.62 -0.67 -0.15
C 2.23 0.39 -1.66 -0.10
N -0.73 0.80 0.25 -0.41
C -1.19 0.50 1.64 -0.21
C -2.66 0.71 1.94 0.79
O -3.48 0.50 1.06 -0.59
O -2.94 1.13 3.17 -0.50
C -4.23 1.68 3.33 -0.26
H -3.06 -2.12 2.90 0.17
H -2.85 -3.50 1.84 0.21
H -1.70 -3.29 3.14 0.20
H -2.07 -1.62 0.65 0.38
H -0.55 -1.05 3.05 0.23
H -1.10 -0.11 -2.12 0.23
H -0.44 -0.26 -4.49 0.22
H 1.99 -0.07 -5.10 0.22
H 4.29 0.35 -4.39 0.21
H 5.96 0.82 -2.65 0.22
H 5.21 1.16 -0.28 0.21
H 2.94 0.67 0.39 0.22
H -0.66 1.16 2.30 0.22
H -4.36 2.54 2.62 0.20
H -4.96 0.93 3.11 0.20
H -4.40 2.01 4.36 0.20

=====

Record 4
15
Properties=species:S:1:pos:R:3:nbo_charge:R:1 method="wB97M-V/def2-TZVPD" spin_multiplicity=1 smiles="[H]/N=C/N.NCO" gap_ev=10.403 e_homo_ev=-9.4 total_energy_ha=-321.08757 charge=0
H -0.59 2.54 0.45 0.36
N -0.02 1.78 0.10 -0.73
C 0.22 1.87 -1.12 0.31
N 1.07 1.09 -1.86 -0.84
H -0.25 2.67 -1.68 0.14
H 1.80 1.60 -2.31 0.39
H 1.31 0.19 -1.47 0.41
N -0.98 -1.41 1.95 -0.85
C -0.42 -2.03 0.80 0.10
O 0.21 -1.11 -0.11 -0.81
H -1.79 -0.83 1.78 0.36
H -0.27 -0.92 2.47 0.37
H -1.12 -2.58 0.17 0.16
H 0.35 -2.71 1.16 0.16
H -0.02 -0.18 0.10 0.49

=====

Looking at ΔE to the lowest compared entry with this formula, charge and spin for the records above, in order, we have 53.47, 74.33, 54.26, 27.72 kcal per mole.